# 1
C25H43Cl2F5N3O4SiY | ωB97M-V/def2-TZVPD

For the total energy, the calculation gives -3191.25922 a.u. The gap between HOMO and LUMO is 0.188 Eh. For the HOMO energy, the calculation gives -5.061 eV. The LUMO energy is 0.052 eV. The energy relative to the best compared isomer or geometry (same formula, charge and spin) is 5.159 eV.

CARTESIAN COORDINATES (ANGSTROEM)
Y: 0.968 1.059 1.162
Cl: 0.168 2.004 -0.986
Cl: 2.592 3.041 1.356
Si: -0.333 4.181 -1.438
F: -2.561 -0.169 2.972
F: -4.459 0.350 2.029
F: -3.223 -1.215 1.138
F: -2.750 2.254 1.350
F: -3.057 0.950 -0.346
O: 0.126 -0.890 1.936
O: 2.531 -0.091 0.168
O: -0.227 1.854 2.809
O: -0.687 -0.365 -1.662
N: 0.109 -2.792 3.197
N: 2.997 -1.154 -1.786
N: 0.175 3.604 4.168
C: 1.409 -2.601 3.828
C: -3.182 -0.020 1.782
C: 1.372 4.903 -1.416
C: -1.065 -2.717 -1.052
C: -0.299 -2.530 -3.890
C: -0.587 -4.035 3.494
C: 1.187 2.869 4.932
C: 0.256 -3.129 -0.803
C: -2.516 0.994 0.880
C: 3.536 -2.322 -2.484
C: 0.258 -2.515 -5.269
C: -0.580 -5.192 0.209
C: -0.396 -2.012 2.244
C: -1.904 -4.727 0.007
C: 2.973 -1.103 -0.450
C: -1.401 -0.266 -4.123
C: 2.540 -0.016 -2.585
C: -2.103 -3.479 -0.587
C: -1.099 4.448 -3.092
C: -1.074 -1.548 -3.402
C: -0.455 3.062 3.151
C: -0.054 5.011 4.481
C: -1.396 4.711 -0.032
C: 0.492 -4.375 -0.172
C: -1.384 -1.448 -1.896
H: -0.425 -4.253 4.548
H: -1.658 -3.914 3.290
H: -1.359 -0.343 -5.223
H: 0.949 2.958 5.994
H: 3.364 -1.997 0.083
H: 1.459 5.491 -2.344
H: -2.007 5.564 -0.427
H: -0.935 5.325 3.910
H: -1.291 -2.377 1.734
H: 0.576 -1.506 -5.576
H: -0.522 -2.847 -5.967
H: 1.504 -4.722 -0.014
H: 1.112 -3.189 -5.365
H: -0.720 0.548 -3.790
H: -0.353 4.399 -3.916
H: -1.176 3.685 2.590
H: -0.194 -4.854 2.882
H: 0.810 5.624 4.190
H: 1.450 -0.081 -2.727
H: -3.132 -3.122 -0.772
H: 1.095 -2.545 -1.153
H: 1.689 -1.530 3.890
H: 2.781 0.922 -2.079
H: 1.383 5.578 -0.562
H: 2.189 4.186 -1.327
H: 2.185 3.282 4.750
H: -0.021 -3.382 -3.263
H: -2.414 0.062 -3.818
H: -2.750 -5.342 0.290
H: -0.419 -6.169 0.644
H: -2.502 -1.294 -1.867
H: 1.321 -3.018 4.828
H: -0.665 5.108 0.715
H: -2.060 3.941 0.412
H: 4.222 -1.973 -3.277
H: 2.192 -3.165 3.305
H: 2.722 -2.897 -2.965
H: 4.071 -2.971 -1.784
H: 1.182 1.810 4.632
H: -1.355 5.507 -2.936
H: -2.010 3.885 -3.367
H: -0.244 5.111 5.560
H: 3.062 -0.079 -3.550

***

# 2
C4H22O10 | ωB97M-V/def2-TZVPD

For the total energy, the calculation gives -917.99945 a.u. The gap between HOMO and LUMO is 0.362 Eh. For the HOMO energy, the calculation gives -9.615 eV. As for the SMILES: O=CCCC=O.O.O.O.O.O.O.O.O. The LUMO energy is 0.223 eV. The energy relative to the best compared isomer or geometry (same formula, charge and spin) is 1.055 eV.

CARTESIAN COORDINATES (ANGSTROEM)
O: -1.095 2.586 -0.884
O: -0.408 0.368 -2.831
O: 1.191 2.169 0.932
O: 2.096 -1.163 -1.638
O: 3.338 0.056 0.782
O: -2.635 -2.221 -1.139
O: 1.039 -0.595 2.508
O: 1.139 -3.136 0.015
O: 2.237 2.406 -1.878
O: -1.329 1.041 2.385
C: -1.839 -2.331 -0.236
C: -2.147 1.066 1.493
C: -1.831 -1.336 0.917
C: -2.327 0.022 0.433
H: 2.791 -0.410 1.429
H: 0.879 1.988 1.824
H: 1.548 2.236 -1.227
H: 2.950 0.933 0.757
H: -1.284 2.105 -1.701
H: 1.465 -2.226 -0.057
H: -3.303 0.046 -0.031
H: -0.099 -0.333 -2.243
H: 0.469 2.655 0.509
H: 1.876 2.043 -2.693
H: -1.404 3.490 -1.003
H: 0.291 -0.018 2.680
H: 1.450 -0.879 3.328
H: -1.570 0.354 -0.252
H: -1.089 -3.124 -0.142
H: 1.301 -3.548 -0.836
H: -2.832 1.929 1.438
H: -0.820 -1.271 1.308
H: 2.795 -1.768 -1.898
H: -2.435 -1.765 1.724
H: -0.347 -0.030 -3.704
H: 2.521 -0.327 -1.437